w.
Density functional theory data (ωB97M-V/def2-TZVPD) for an isolated molecule of C3H6O3S.

Values from the calculation:
* net charge: 0
* SMILES: O=CC[C@H](O)SO
* HOMO: -9.2829 eV

CARTESIAN COORDINATES (ANGSTROEM)
O  1.588  0.497  -1.297
C  1.056  0.707  -0.223
C  0.520  -0.360  0.712
C  -0.741  -0.985  0.121
O  -0.426  -1.621  -1.017
S  -2.172  0.270  -0.025
O  -1.548  1.369  -1.118
H  0.976  1.667  0.206
H  1.258  -1.037  0.726
H  0.481  0.076  1.776
H  -1.082  -1.853  0.729
H  -0.056  -0.876  -1.588
H  -0.983  2.088  -0.626

x.
Density functional theory data (ωB97M-V/def2-TZVPD) for a structure of composition C3H6O3S.

Values from the calculation:
* net charge: 0
* HOMO: -10.0328 eV

CARTESIAN COORDINATES (ANGSTROEM)
C  0.736  0.083  -0.945
C  1.910  -0.491  -0.281
C  2.919  0.367  0.158
H  -2.427  1.379  -0.183
H  0.221  -0.641  -2.001
H  0.859  1.117  -1.123
H  1.903  -1.631  -0.059
H  2.882  1.439  0.181
H  3.591  -0.081  0.673
O  -1.418  1.379  -0.123
O  -1.725  -1.001  -0.535
O  -0.364  -0.283  1.515
S  -0.772  -0.131  0.129

Which of them is least stable? Easy: x.

w.
Density functional theory data (ωB97M-V/def2-TZVPD) for the ion C2H3O3Si with charge -1.

Values from the calculation:
* net charge: -1
* SMILES: [O-]C1=C(O[SiH3])O1
* HOMO: -3.8876 eV

CARTESIAN COORDINATES (ANGSTROEM)
O  -2.288  0.396  1.806
C  -1.974  0.339  0.642
C  -1.205  0.582  -0.523
O  0.035  -0.594  -0.332
Si  1.562  -0.132  -0.324
O  -2.467  -0.260  -0.446
H  2.285  -1.384  0.321
H  1.815  0.939  0.486
H  2.238  0.116  -1.630

x.
Density functional theory data (ωB97M-V/def2-TZVPD) for a structure of composition C2H3O3Si.

Values from the calculation:
* net charge: -1
* HOMO: -4.5789 eV

CARTESIAN COORDINATES (ANGSTROEM)
C  -0.095  1.589  0.336
C  0.720  0.302  0.702
O  0.157  2.680  0.787
O  -0.970  1.225  -0.513
O  1.458  -0.061  1.787
Si  -0.255  -1.015  -0.453
H  -1.720  -1.509  -0.594
H  0.524  -2.227  -0.087
H  0.182  -0.983  -1.965

Which of them is least stable? Easy: w.

w.
Density functional theory data (ωB97M-V/def2-TZVPD) for the ion C2H4N3O with charge +1.

Values from the calculation:
* net charge: +1
* SMILES: C[n+]1cnon1
* HOMO (spin up / spin down): -18.1525 / -18.1527 eV

CARTESIAN COORDINATES (ANGSTROEM)
C  1.336  0.245  -0.199
N  -0.010  -0.165  -0.225
C  -1.064  0.077  0.884
N  -2.103  -0.349  0.363
O  -1.907  -0.749  -0.868
N  -0.633  -0.597  -1.211
H  1.403  0.686  0.761
H  2.069  -0.643  -0.353
H  1.614  0.992  -0.948
H  -0.704  0.503  1.796

x.
Density functional theory data (ωB97M-V/def2-TZVPD) for the ion C2H4N3O with charge +1.

Values from the calculation:
* net charge: +1
* SMILES: O=[n+]1cc[nH][nH]1
* HOMO (spin up / spin down): -14.9070 / -14.9060 eV

CARTESIAN COORDINATES (ANGSTROEM)
O  2.884  -0.006  -0.015
N  1.603  -0.075  0.055
C  0.787  -1.086  0.051
C  -0.516  -0.623  -0.028
N  -0.459  0.690  -0.027
N  0.841  1.056  0.016
H  1.200  -2.080  -0.104
H  -1.466  -1.136  -0.060
H  -1.497  1.069  -0.077
H  1.210  1.950  0.163

y.
Density functional theory data (ωB97M-V/def2-TZVPD) for the ion C2H4N3O with charge +1.

Values from the calculation:
* net charge: +1
* SMILES: C[n+]1ncno1
* HOMO: -17.5677 eV

CARTESIAN COORDINATES (ANGSTROEM)
C  0.679  -0.602  0.317
N  -0.238  0.440  0.112
N  -1.096  0.593  -0.771
C  -1.711  1.772  -0.534
N  -1.198  2.335  0.529
O  -0.282  1.570  0.982
H  1.631  -0.374  -0.177
H  0.875  -0.718  1.386
H  0.284  -1.526  -0.111
H  -2.504  2.178  -1.132

Which of them is least stable? Easy: w.